Density functional theory data (ωB97M-V/def2-TZVPD) for one molecule with the formula CH5NSi2 in a non-equilibrium geometry.

Geometry as ORCA input:
```
! RIJCOSX wB97M-V def2-TZVPD def2/J DEFGRID3
* xyz 0 1
N 3.97705 -0.51273 0.01618
C 2.89751 -0.13665 -0.04423
Si 1.18278 0.58302 0.01670
Si -0.79052 -0.66598 0.00580
H 1.31814 1.76616 0.91510
H 1.16531 1.24164 -1.21627
H -0.72179 -1.27883 -1.21369
H -1.29578 -1.69438 1.04989
H -1.87080 0.36811 0.24342
*
```

The HOMO-LUMO gap comes out at 11.71 eV. As for the SMILES: N#C[SiH2][SiH3]. For the energy above the lowest of the compared OMol25 structures with the same formula, charge and spin, the calculation gives 12.3 kJ/mol. The total energy comes out at -18361.580 eV. Its HOMO energy is -11.21 eV.